The following is a DFT calculation (the ωB97M-V functional and the def2-TZVPD basis) of 5 unconnected molecules or ions with the total composition C29H65ClN5O9P at a distorted geometry.

Structure (XYZ):
```
110
Properties=species:S:1:pos:R:3:mulliken_charge:R:1
C 1.45 1.76 3.95 0.25
C 0.44 1.45 3.39 -1.12
C -0.76 0.99 2.65 -0.23
C -2.05 1.31 3.46 -0.72
C -2.44 0.20 4.46 -1.60
C -3.95 -0.11 4.49 1.40
C -4.75 0.94 5.29 -0.44
O -4.04 2.17 5.47 -0.28
O -4.48 3.13 4.50 -0.38
C -3.99 -1.37 5.43 -0.36
O -3.52 -1.48 6.51 -0.53
O -4.64 -2.43 4.82 -0.43
C -4.54 -2.25 3.42 -0.62
P -2.99 -3.19 2.85 0.28
O -1.98 -2.05 2.23 -0.52
Cl -3.77 -4.07 1.12 -0.33
C -4.61 -0.71 3.22 0.30
N -6.03 -0.35 3.11 -0.14
C -6.44 0.31 1.87 -0.74
C -6.74 1.80 2.08 -0.11
C -7.74 2.07 3.21 -1.26
H 2.42 2.03 4.30 0.49
H -0.66 -0.08 2.49 0.06
H -0.78 1.54 1.71 0.20
H -2.87 1.60 2.80 0.34
H -1.82 2.20 4.05 0.48
H -1.85 -0.70 4.27 0.93
H -2.19 0.51 5.47 0.48
H -4.96 0.57 6.29 0.34
H -5.71 1.19 4.83 0.09
H -4.08 2.84 3.67 0.30
H -5.33 -2.79 2.91 0.71
H -2.42 -1.43 1.63 0.32
H -4.07 -0.44 2.31 0.38
H -6.63 -1.11 3.35 0.28
H -5.69 0.18 1.08 0.27
H -7.37 -0.15 1.52 0.43
H -7.13 2.23 1.15 0.52
H -5.81 2.33 2.32 -0.03
H -7.88 1.21 3.87 0.34
H -7.40 2.89 3.84 0.29
H -8.73 2.36 2.84 0.34
C 1.46 2.81 -0.05 -0.20
O 1.06 1.70 -0.85 -0.36
C 0.40 2.03 -2.06 -0.88
C 1.34 2.43 -3.21 0.20
C 1.92 3.83 -3.08 -1.13
N 2.43 1.47 -3.38 -0.26
H 0.74 3.64 -0.12 0.34
H 2.45 3.15 -0.34 0.06
H 1.51 2.47 0.98 -0.05
H -0.13 1.13 -2.35 0.37
H -0.36 2.81 -1.88 0.47
H 0.74 2.41 -4.12 0.33
H 2.74 3.87 -2.36 -0.06
H 2.33 4.16 -4.03 0.36
H 1.16 4.55 -2.77 0.40
H 2.05 0.55 -3.59 0.24
H 2.88 1.35 -2.47 0.19
C 5.56 3.34 -1.72 -0.63
O 5.16 4.30 -2.68 -0.12
C 5.61 5.62 -2.43 -0.83
C 7.06 5.90 -2.87 0.33
C 8.11 5.31 -1.94 -1.41
N 7.32 5.43 -4.24 -0.75
H 5.60 3.76 -0.71 0.34
H 6.53 2.90 -1.98 0.26
H 4.83 2.53 -1.73 0.08
H 4.95 6.26 -3.02 0.29
H 5.46 5.88 -1.38 0.45
H 7.18 6.98 -2.86 0.44
H 8.24 4.24 -2.09 0.29
H 9.08 5.78 -2.12 0.35
H 7.85 5.48 -0.89 0.34
H 6.70 5.92 -4.88 0.28
H 7.03 4.46 -4.29 0.32
C -2.45 -8.83 5.13 -0.68
O -2.43 -7.54 4.54 -0.37
C -1.77 -7.46 3.30 -0.61
C -2.60 -7.91 2.09 0.48
C -2.74 -9.43 1.96 -1.48
N -3.93 -7.30 2.08 -0.66
H -1.52 -9.37 4.93 0.31
H -3.31 -9.41 4.79 0.24
H -2.54 -8.69 6.21 0.25
H -1.54 -6.39 3.17 0.26
H -0.81 -7.99 3.34 0.43
H -2.07 -7.56 1.20 0.38
H -3.47 -9.83 2.66 0.29
H -3.07 -9.69 0.96 0.37
H -1.78 -9.93 2.14 0.35
H -3.83 -6.29 2.04 0.10
H -4.35 -7.48 2.99 0.34
C 4.91 -0.48 -9.07 -0.64
O 4.93 -1.38 -7.98 -0.39
C 5.38 -0.85 -6.75 -0.89
C 4.32 -0.06 -5.96 0.57
C 4.04 1.33 -6.52 -1.11
N 3.06 -0.81 -5.86 -0.65
H 5.73 0.24 -9.01 0.30
H 3.96 0.06 -9.11 0.23
H 5.01 -1.05 -9.99 0.26
H 5.68 -1.71 -6.15 0.38
H 6.28 -0.24 -6.91 0.43
H 4.72 0.07 -4.95 0.31
H 3.39 1.30 -7.40 0.30
H 3.52 1.93 -5.77 -0.01
H 4.96 1.84 -6.79 0.34
H 3.24 -1.69 -5.38 0.28
H 2.79 -1.09 -6.80 0.29
```

Output
**SMILES**: C#CCCC[C@]1(COO)C(=O)O[C@H](P(O)Cl)[C@H]1NCCC.COC[C@@H](C)N.COC[C@@H](C)N.COC[C@@H](C)N.COC[C@@H](C)N
**HOMO-LUMO gap**: 9.153 eV